1.
Molecular formula: C23H13N4O7Ru
Method: DFT, ωB97M-V with the def2-TZVPD basis set

Geometry as ORCA input:
```
! RIJCOSX wB97M-V def2-TZVPD def2/J DEFGRID3
* xyz 1 5
Ru -0.143 0.159 -0.043
O 0.502 5.824 -1.719
C 0.270 4.555 -1.391
C 0.873 3.481 -2.092
C 0.606 2.201 -1.661
N -0.196 1.974 -0.616
C -0.814 2.978 0.075
C -0.593 4.312 -0.325
C -1.580 2.519 1.154
O -2.430 3.098 2.056
O -1.819 -0.061 1.224
C 1.144 0.893 -2.210
O 2.092 0.979 -3.256
O -0.019 -1.198 -2.291
H 1.153 5.913 -2.430
H 1.543 3.654 -2.918
H -1.048 5.138 0.194
O 1.966 -6.025 0.947
C 1.353 -5.493 1.826
O 1.002 -5.615 2.965
C 0.785 -3.997 1.256
C -0.130 -3.315 2.033
C -0.503 -2.047 1.578
N 0.060 -1.604 0.448
C 0.916 -2.263 -0.331
C 1.319 -3.530 0.059
C 1.245 -1.385 -1.551
C 2.249 -1.926 -2.527
C 2.309 -1.369 -3.731
C 1.505 -0.132 -3.976
C 0.240 -0.073 -3.076
N 1.446 0.007 -1.102
C -1.382 -1.017 2.181
C -1.646 -0.888 3.505
C -2.306 0.140 4.280
C -2.786 1.345 3.927
C -2.808 1.783 2.512
N -1.697 1.252 1.742
H -0.518 -3.748 2.942
H 2.006 -4.143 -0.503
H 2.847 -2.773 -2.242
H 2.967 -1.725 -4.505
H 1.371 0.112 -5.030
H -0.682 0.288 -3.527
H -1.250 -1.691 4.111
H -2.403 -0.122 5.323
H -3.231 2.005 4.651
H -3.785 1.534 2.066
*
```

- LUMO energy (alpha / beta): -0.159 / -0.230 Eh
- M: 558.45 g mol⁻¹
- Gap between HOMO and LUMO (alpha / beta): 6.02 / 4.06 eV
- Maximum force: 3.019 eV/Å
- HOMO energy (alpha / beta): -10.3 / -10.3 eV

Atomic partial charges in e from the Löwdin method, atoms 1 to 2: number 1, Ru, carries 1.618; number 2, O, carries 0.135


2.
Molecular formula: C23H14Cl2CrN5O3S
Method: DFT, ωB97M-V with the def2-TZVPD basis set

Geometry as ORCA input:
```
! RIJCOSX wB97M-V def2-TZVPD def2/J DEFGRID3
* xyz -2 6
Cr 0.227 -0.089 0.185
Cl 6.115 3.326 -0.297
C 4.411 2.910 -0.361
C 3.992 1.734 0.267
C 2.659 1.366 0.222
N 2.080 0.225 0.763
C 2.462 -0.257 2.007
O 3.630 -0.300 2.421
C 1.305 -0.634 2.802
C 1.391 -1.135 4.110
C 0.264 -1.325 4.862
C -1.014 -1.000 4.282
C -1.036 -0.533 2.992
N 0.054 -0.343 2.242
C 1.703 2.219 -0.401
C 2.151 3.361 -1.054
C 3.503 3.701 -1.030
Cl 4.001 5.169 -1.854
N 0.365 1.843 -0.308
C -0.343 2.103 -1.533
O -0.974 3.142 -1.754
C -0.201 1.007 -2.451
C -0.506 1.072 -3.829
C -0.108 0.072 -4.666
C 0.602 -1.047 -4.124
C 0.788 -1.098 -2.760
N 0.383 -0.146 -1.918
H 4.702 1.093 0.767
H 2.383 -1.342 4.495
H 0.332 -1.704 5.876
H -1.939 -1.120 4.829
H -1.978 -0.293 2.507
H 1.440 4.012 -1.545
H -1.014 1.958 -4.191
H -0.307 0.133 -5.730
H 0.958 -1.855 -4.749
H 1.250 -1.964 -2.300
O -1.772 -0.269 -0.047
N -2.383 -1.439 -0.113
C -3.723 -1.392 -0.257
C -4.488 -2.524 -0.336
C -3.833 -3.760 -0.264
C -2.477 -3.794 -0.121
C -1.685 -2.618 -0.040
S -0.005 -2.639 0.147
H -4.107 -0.384 -0.307
H -5.558 -2.437 -0.453
H -4.396 -4.684 -0.322
H -1.942 -4.732 -0.060
*
```

- LUMO energy (alpha / beta): 0.159 / 0.159 Eh
- M: 563.37 g mol⁻¹
- Gap between HOMO and LUMO (alpha / beta): 3.70 / 5.74 eV
- Relative energy (zero: lowest compared OMol25 entry of this formula, charge and spin): 18.1 kJ/mol
- Maximum force: 0.306 eV/Å
- HOMO energy (alpha / beta): 0.6 / -1.4 eV

Atomic partial charges in e from the Löwdin method, atoms 1 to 2: number 1, Cr, carries 0.722; number 2, Cl, carries 0.565


3.
Molecular formula: C23H14Cl4N2O4S6W
Method: DFT, ωB97M-V with the def2-TZVPD basis set

Geometry as ORCA input:
```
! RIJCOSX wB97M-V def2-TZVPD def2/J DEFGRID3
* xyz -2 1
W -0.340 -0.196 0.662
O -1.037 -0.016 2.697
N -1.152 1.166 3.284
C -2.030 1.253 4.301
C -2.177 2.412 5.012
C -1.399 3.519 4.650
C -0.529 3.417 3.597
C -0.399 2.217 2.868
S 0.589 1.996 1.513
H -2.577 0.339 4.473
H -2.896 2.454 5.817
H -1.494 4.455 5.186
H 0.073 4.255 3.275
O 2.813 -6.106 2.946
C 2.254 -5.071 2.648
S 3.041 -3.493 2.631
C 1.650 -2.550 2.119
C 0.507 -3.226 1.901
S -0.990 -2.486 1.419
S 0.564 -4.963 2.162
S 1.799 -0.825 1.914
Cl -6.334 -1.375 -2.678
C -5.120 -0.665 -1.656
C -5.443 0.371 -0.803
Cl -7.071 0.977 -0.732
C -4.451 0.941 0.014
Cl -4.818 2.249 1.097
C -3.143 0.482 -0.025
O -2.155 0.980 0.652
C -2.816 -0.609 -0.887
O -1.573 -0.997 -0.869
C -3.801 -1.155 -1.695
Cl -3.360 -2.454 -2.758
C 2.411 -1.613 -3.780
C 2.313 -2.480 -2.522
C 1.540 -1.804 -1.490
N 0.904 -1.254 -0.719
H 2.984 -2.137 -4.547
H 2.896 -0.663 -3.558
H 1.416 -1.396 -4.168
H 3.302 -2.695 -2.113
H 1.828 -3.435 -2.732
S -0.068 1.388 -1.389
C 1.588 1.539 -1.923
C 2.710 1.151 -1.176
C 3.994 1.292 -1.686
C 4.213 1.828 -2.949
C 3.110 2.229 -3.698
C 1.827 2.085 -3.197
H 2.573 0.724 -0.190
H 4.832 0.973 -1.076
H 5.218 1.934 -3.341
H 3.249 2.653 -4.687
H 0.975 2.388 -3.795
*
```

- LUMO energy: 0.158 Eh
- M: 900.43 g mol⁻¹
- Gap between HOMO and LUMO: 5.35 eV
- Relative energy (zero: lowest compared OMol25 entry of this formula, charge and spin): 34.8 kJ/mol
- Maximum force: 0.239 eV/Å
- HOMO energy: -1.1 eV

Atomic partial charges in e from the Löwdin method, atoms 1 to 2: number 1, W, carries 0.964; number 2, O, carries -0.387


4.
Molecular formula: C23H14Cl5CrN4S5Te
Method: DFT, ωB97M-V with the def2-TZVPD basis set

Geometry as ORCA input:
```
! RIJCOSX wB97M-V def2-TZVPD def2/J DEFGRID3
* xyz -1 5
Cr 0.179 1.390 0.235
Cl -1.555 1.100 3.595
C 0.165 1.080 3.460
C 0.705 1.166 2.176
C 2.096 1.136 2.132
Cl 2.669 1.250 0.480
C 2.942 1.035 3.216
Cl 4.654 0.990 3.022
C 2.356 0.973 4.481
Cl 3.349 0.863 5.882
C 0.962 0.993 4.597
Cl 0.252 0.926 6.163
S -4.814 1.724 -5.045
C -3.672 1.683 -3.859
S -4.050 1.720 -2.166
C -2.415 1.536 -1.560
C -1.443 1.465 -2.500
S 0.227 1.198 -2.161
S -1.968 1.574 -4.168
S -2.165 1.381 0.146
N 3.301 5.466 -0.035
C 2.202 6.235 0.210
N 2.394 7.577 0.361
N 1.018 5.752 0.402
C 0.700 4.507 0.218
N 0.310 3.440 -0.009
H 4.077 5.874 -0.529
H 3.113 4.494 -0.236
H 3.185 7.974 -0.119
H 1.546 8.118 0.300
Te 0.430 -1.591 0.073
C 0.576 -3.781 0.274
C 1.326 -4.501 -0.648
C 1.425 -5.882 -0.556
C 0.776 -6.558 0.467
C 0.028 -5.845 1.393
C -0.068 -4.463 1.297
C -1.283 -1.943 -1.157
C -1.134 -2.079 -2.528
C -2.250 -2.259 -3.334
C -3.514 -2.315 -2.767
C -3.659 -2.200 -1.393
C -2.546 -2.011 -0.587
H 1.831 -3.973 -1.447
H 2.010 -6.431 -1.283
H 0.852 -7.636 0.541
H -0.480 -6.367 2.194
H -0.655 -3.911 2.020
H -0.150 -2.009 -2.973
H -2.135 -2.326 -4.408
H -4.386 -2.429 -3.399
H -4.646 -2.228 -0.948
H -2.666 -1.883 0.480
*
```

- LUMO energy (alpha / beta): 0.060 / 0.060 Eh
- M: 863.59 g mol⁻¹
- Gap between HOMO and LUMO (alpha / beta): 5.02 / 5.29 eV
- Relative energy (zero: lowest compared OMol25 entry of this formula, charge and spin): 143.7 kJ/mol
- Maximum force: 1.832 eV/Å
- HOMO energy (alpha / beta): -3.4 / -3.7 eV

Atomic partial charges in e from the Löwdin method, atoms 1 to 2: number 1, Cr, carries -0.165; number 2, Cl, carries 0.677